Density functional theory data (ωB97M-V with the def2-TZVPD basis set) for a structure of composition C14H43F4InN2O16S4 in a non-equilibrium geometry.

Atoms and positions in Å:
In: -0.8396 3.1081 -1.9655
O: 0.6636 1.9992 -4.0789
H: 0.8858 1.0634 -3.9078
N: -0.7681 5.4081 -0.2295
S: -1.1745 7.0834 -0.2534
O: -0.0425 7.9953 -0.1043
O: -2.4615 7.4019 0.2297
F: -1.6055 7.2053 -1.8267
S: -0.2655 5.6044 1.1690
O: -1.2900 5.6363 2.1699
O: 1.0171 6.1634 1.5450
F: 0.1904 4.0356 1.2304
N: 0.0318 0.6551 -0.6510
S: 0.0875 -0.7924 -1.6278
O: -0.7509 -1.9713 -1.2445
O: 1.3263 -1.1066 -2.3192
F: -0.8265 -0.3901 -2.8801
S: 0.7939 -0.0636 0.4627
O: 2.2198 -0.0987 0.3295
O: 0.0425 -0.9989 1.2493
F: 0.7040 1.2670 1.4251
C: -3.6573 1.2373 0.3672
C: -2.8699 2.3211 1.0309
O: -2.9018 3.4672 0.2040
H: -3.6156 0.2166 0.7471
H: -3.2036 1.1460 -0.6197
H: -4.6886 1.5897 0.3828
H: -1.8049 2.0896 1.0149
H: -3.2236 2.5564 2.0347
H: -2.7560 4.2189 0.7831
C: -3.7421 -0.5966 -4.3635
C: -3.2383 0.7779 -4.3965
O: -3.2783 1.3001 -3.0766
H: -3.1833 -1.2539 -3.6973
H: -3.6996 -1.0383 -5.3591
H: -4.7755 -0.7214 -4.0398
H: -3.8422 1.2158 -5.1912
H: -2.1706 0.7535 -4.6144
H: -4.2013 1.3009 -2.8126
C: 4.8659 -2.1218 0.7230
C: 5.6493 -0.8175 0.6709
O: 4.8774 0.1399 1.3873
H: 4.9837 -2.4522 1.7551
H: 5.3210 -2.8880 0.0953
H: 3.8599 -1.9209 0.3545
H: 5.7013 -0.4934 -0.3685
H: 6.6243 -0.9831 1.1293
H: 4.1400 0.4800 0.8753
C: 3.7516 3.3255 0.1786
C: 3.2094 4.3656 -0.9198
O: 2.0857 3.7673 -1.5815
H: 4.7573 3.5899 0.5050
H: 3.7130 2.3143 -0.2265
H: 3.1230 3.3387 1.0690
H: 3.9788 4.4821 -1.6831
H: 2.9730 5.3431 -0.4994
H: 2.4272 3.2067 -2.2820
C: -3.6212 -2.2596 2.3785
C: -4.2483 -3.1337 1.2499
O: -4.0153 -2.3443 0.0608
H: -3.9833 -1.2322 2.3403
H: -2.5515 -2.1835 2.1835
H: -3.8109 -2.7509 3.3329
H: -5.3160 -3.2318 1.4463
H: -3.8198 -4.1308 1.1491
H: -3.0999 -2.5250 -0.1651
C: 0.1395 -3.4892 3.7883
C: 0.8834 -4.6445 4.4050
O: 1.2744 -5.6326 3.4816
H: -0.5171 -3.7712 2.9652
H: 0.7648 -2.6588 3.4605
H: -0.5518 -3.0975 4.5345
H: 0.4071 -5.2542 5.1728
H: 1.6944 -4.1743 4.9611
H: 1.9027 -5.2096 2.8918
C: 0.9669 -5.0102 -0.4159
C: 1.8951 -4.0832 -1.1876
O: 3.2104 -4.4308 -0.8726
H: 0.9219 -5.9848 -0.9018
H: -0.0987 -4.7909 -0.4836
H: 1.2402 -5.1076 0.6348
H: 1.8620 -3.0415 -0.8684
H: 1.5481 -3.9737 -2.2151
H: 3.7952 -4.3153 -1.6251

Output
- total energy (hartree) = -4054.0255
- net charge = +1
- largest force on an atom (eV/Å) = 11.99
- multiplicity = 2